1.
A 2-piece molecular cluster, C2H5N3O2 overall in a non-equilibrium geometry. Source: the OMol25 dataset; level of theory: the ωB97M-V functional and the def2-TZVPD basis.

XYZ file:
```
12
Properties=species:S:1:pos:R:3:forces:R:3:nbo_charge:R:1
H 0.84792 1.64614 2.00220 -0.1637 0.1053 -0.3095 0.312
N 0.39194 -0.27787 -1.63920 -0.1750 -1.2977 0.0311 -0.764
H 0.21333 -1.27146 0.13328 0.6884 0.8191 0.3771 0.197
N 0.79094 0.68846 1.66355 0.1959 -0.8633 3.4192 -0.588
H 0.33750 0.58781 -2.06116 0.0598 2.2785 -1.1387 0.388
H -1.03174 -0.16710 2.06481 -0.5481 -0.1308 -0.9751 0.440
H -0.36943 -0.86048 -1.93030 -0.3113 -0.5547 -0.8502 0.407
C 0.32850 -0.27007 -0.31311 1.0773 0.6283 2.5103 0.383
C -1.83819 -0.70781 0.28640 -2.0614 0.5176 0.7781 0.755
N -1.84602 -0.47119 1.45222 1.5134 0.4662 2.6462 -0.726
O 0.54184 0.80427 0.38524 -0.3149 -1.2217 -4.2083 -0.230
O -2.25490 -0.93448 -0.77536 0.0397 -0.7470 -2.2801 -0.574
```
Forces are in eV/Å.

Summary:
- 2S+1 = 1
- energy above the lowest of the compared OMol25 structures with the same formula, charge and spin (kJ/mol) = 560.5
- DFT total energy (eV) = -10716.00089
- highest occupied orbital energy (spin up / spin down) (eV) = -7.88 / -7.87
- largest force on an atom (eV/A) = 4.4

***

2.
A 2-piece molecular cluster, CHFNO2S overall in a non-equilibrium geometry. Source: the OMol25 dataset; level of theory: the ωB97M-V functional and the def2-TZVPD basis.

XYZ file:
```
7
Properties=species:S:1:pos:R:3:forces:R:3:nbo_charge:R:1
O -4.20195 0.01463 1.29755 0.1526 0.2545 0.0190 -0.874
C -0.39216 -1.54591 -0.20235 0.2784 2.2374 0.1154 0.243
F 1.15653 -1.58626 0.21367 -0.3486 -1.1124 -0.0340 -0.587
H -0.87131 -2.48550 -0.08880 0.5719 -1.3090 0.2819 0.118
S -3.93884 0.17820 -0.10662 0.2953 -0.6472 0.0537 1.685
N -0.81227 -0.46164 -0.46322 -1.0096 0.3573 -0.2577 -0.710
O -4.52754 -0.82505 -0.95208 0.0599 0.2195 -0.1784 -0.874
```
Forces are in eV/Å.

Summary:
- net charge = -1
- 2S+1 = 1
- energy above the lowest of the compared OMol25 structures with the same formula, charge and spin (kJ/mol) = 180.8
- DFT total energy (eV) = -20190.62362
- highest occupied orbital energy (eV) = -3.30
- largest force on an atom (eV/A) = 2.3

***

3.
C20H23Cl2N3O in the gas phase. Source: the OMol25 dataset; level of theory: the ωB97M-V functional and the def2-TZVPD basis.

XYZ file:
```
49
Properties=species:S:1:pos:R:3:forces:R:3:nbo_charge:R:1
Cl 5.23190 0.24735 -1.88136 0.0848 0.0347 -0.1940 0.007
C -3.71623 -1.21818 -1.20858 -0.1553 -0.0876 -0.0095 -0.232
H 1.21966 0.73480 2.51615 0.0141 0.0808 -0.1819 0.390
C 4.50755 -0.03985 -0.33827 -0.0833 -0.1146 0.3680 -0.002
H -4.52248 -0.79081 1.22831 -0.0893 0.0637 0.0211 0.212
C 0.60038 -1.32468 -0.99035 -0.0411 -0.0391 0.0218 -0.197
C -1.53502 -1.89924 -0.06874 0.1008 0.0890 -0.2321 -0.031
C -2.20410 -1.27999 -1.12098 -0.0605 -0.1346 0.0562 -0.090
C 4.53691 -1.10887 1.78843 -0.0364 0.0482 -0.0455 -0.175
N 1.50963 0.93888 1.57046 -0.0992 -0.1064 0.3784 -0.637
H -1.79649 1.10748 -0.45319 -0.0330 0.0763 0.0790 0.225
N -4.37911 -0.03794 -0.69112 0.1342 -0.0674 -0.0438 -0.450
H 2.83665 1.24458 -0.74540 0.0204 0.0096 -0.0408 0.274
H 2.88625 -0.67733 3.07445 -0.0596 -0.0236 0.1027 0.207
C -1.41840 -0.70266 -2.11644 0.0591 -0.1177 0.0093 -0.146
C -3.53699 2.32317 -0.66352 0.2417 -0.2773 -0.0113 -0.410
H -0.64194 1.72328 2.38837 0.1017 -0.0172 -0.0605 0.382
N -0.40821 2.18317 1.52237 -0.1695 0.0667 0.3093 -0.627
H -4.24363 2.85464 -0.02301 -0.0526 0.0916 0.0124 0.194
C 3.34178 -0.49663 2.11099 -0.0879 0.0518 -0.0095 -0.290
H 1.67726 -1.34481 -0.93396 0.0961 -0.0040 0.0086 0.228
H -1.90658 -0.23875 -2.96103 -0.0724 0.0441 -0.0888 0.204
H -3.71748 1.00862 -2.36745 -0.0161 0.0140 -0.0182 0.192
H -1.09426 3.40372 0.02430 -0.0974 0.0501 0.1109 0.228
C 0.67068 1.73344 0.81091 -0.0475 -0.0066 0.4838 0.795
H 6.06480 -1.36720 0.29970 0.0870 -0.0342 -0.0489 0.228
H -2.35717 0.05884 1.58186 0.0031 0.0106 0.1004 0.208
H -2.07297 3.41712 1.51316 -0.0013 0.0158 -0.0476 0.194
Cl -2.41392 -2.71176 1.19357 -0.0576 -0.1245 0.1917 -0.015
O 0.87551 2.04424 -0.34028 0.1102 0.0620 -0.4339 -0.647
H 0.54152 -0.24776 -2.83695 0.0674 0.0661 -0.0855 0.222
H -3.32120 1.42597 2.14815 0.0041 0.0501 0.1007 0.197
C 2.71643 0.35598 1.20025 0.2797 -0.1099 -0.1878 0.265
C -3.06688 0.82591 1.27028 -0.0095 -0.1226 -0.2700 -0.434
C 3.31235 0.58804 -0.03694 -0.0012 0.1173 -0.1229 -0.321
C -4.25305 1.20365 -1.43815 -0.3424 0.2171 -0.0757 -0.208
H -5.21167 0.81206 0.96746 0.0176 -0.0387 0.1224 0.189
C -2.43184 1.71756 0.19560 0.0010 0.3764 0.1651 -0.247
H -3.11930 3.04127 -1.36988 -0.0423 0.0986 -0.0215 0.215
H -5.26470 1.54353 -1.70421 0.1384 0.0689 -0.1267 0.187
C -1.52121 2.78310 0.81475 -0.0899 -0.1953 -0.4169 -0.207
C -0.15113 -1.92122 0.00506 0.0344 -0.0149 0.0533 -0.239
H 0.33230 -2.41439 0.83501 0.0199 -0.0555 0.0765 0.226
H 5.01034 -1.76625 2.50172 0.0351 -0.0540 0.0647 0.219
C 5.13366 -0.89024 0.55851 0.0759 -0.0009 -0.1166 -0.271
H -4.00530 -1.30919 -2.26013 0.0528 -0.0812 0.0602 0.205
H -4.13831 -2.07244 -0.67153 0.0409 0.0137 -0.1787 0.216
C -4.35697 0.16784 0.73446 -0.0435 -0.0129 0.2495 -0.217
C -0.03707 -0.71398 -2.05556 -0.0315 0.0235 -0.0771 -0.215
```
Forces are in eV/Å.

Summary:
- SMILES string = O=C(NCC1CCN(Cc2ccccc2Cl)CC1)Nc1cccc(Cl)c1
- 2S+1 = 1
- energy above the lowest of the compared OMol25 structures with the same formula, charge and spin (kJ/mol) = 0.0
- DFT total energy (eV) = -52677.38332
- highest occupied orbital energy (eV) = -8.08
- largest force on an atom (eV/A) = 0.5

***

4.
A 2-piece molecular cluster, C30H33N2 overall in a non-equilibrium geometry. Source: the OMol25 dataset; level of theory: the ωB97M-V functional and the def2-TZVPD basis.

XYZ file:
```
65
Properties=species:S:1:pos:R:3:forces:R:3:nbo_charge:R:1
H 0.12467 1.10263 4.39237 0.1029 0.0149 -0.3810 0.218
H 0.45757 3.82641 2.19775 0.1471 -0.2999 0.0189 0.205
H 3.00442 1.57727 4.46092 -0.1616 0.1625 0.1068 0.222
C 1.00423 1.17068 3.73029 0.2532 -0.2385 0.5328 -0.220
H -4.67022 -2.60727 2.33422 0.1250 0.2653 -0.1913 0.229
H -4.35576 -0.22695 -2.74732 0.3401 -0.0645 -0.2154 0.224
H -0.48077 -1.88972 0.49440 0.1080 -0.0730 -0.4370 0.229
C -0.59549 -0.86264 -1.37255 -0.2599 0.3027 -0.4074 -0.151
H 3.26929 3.20766 2.87050 -0.1383 0.1289 0.1672 0.220
C -0.00795 1.97133 -4.48523 -0.2695 -0.3388 0.3078 -0.191
C 2.06815 2.12318 4.31467 -0.0857 -0.2450 0.1410 -0.414
N 0.64286 1.74129 2.44202 -0.2179 -0.5673 -0.8281 -0.351
C -2.74302 -2.34210 -1.30642 -0.1339 -0.5977 0.2875 -0.692
C 3.63786 -1.48620 0.96476 0.0006 -0.1661 0.0078 -0.223
C -1.20552 1.26003 -4.29075 0.5620 0.3901 0.0967 -0.254
C -0.25593 1.20085 1.61963 0.1611 -0.2007 -0.1166 0.163
H 1.40501 0.15046 3.62674 -0.1439 0.3420 -0.0875 0.203
N -2.26222 -0.50758 -2.87034 -0.2458 -0.5751 0.5277 -0.334
H -3.13263 -2.96472 -2.12539 0.1119 0.1391 0.2482 0.244
H -0.26317 -0.82079 2.29930 -0.4487 0.5135 0.6032 0.210
C 2.25005 -1.49952 0.97815 -0.3020 0.2222 -0.5389 -0.163
H -3.59351 0.16342 -4.31553 -0.0984 -0.2214 0.1601 0.228
C 0.98351 0.92609 -2.50122 0.1815 0.3152 -0.2909 -0.191
C -4.20775 -1.72690 1.88333 0.0150 0.3129 -0.0967 -0.201
H -0.50815 1.79773 0.73462 -0.1995 0.2016 0.5649 0.206
C 1.51236 -1.47575 -0.23450 1.6163 0.0432 0.5648 -0.084
H 1.73823 2.50264 5.28593 0.1241 -0.0864 -0.1693 0.227
C -0.83033 -0.05593 1.76395 0.4646 0.0429 0.5829 -0.372
H -2.06360 1.36574 -4.95093 0.3218 0.1199 0.0382 0.225
C -1.88651 -1.27120 -1.82146 -0.0264 1.2419 0.0641 0.361
C 0.07983 -1.31529 -0.24321 -0.8207 -1.1133 -0.4599 0.005
C 3.63217 -1.70449 -1.44104 -0.1291 -0.0228 0.3236 -0.226
C 1.23633 3.04524 2.17987 0.0838 0.6414 -0.1646 -0.214
H 1.70624 -1.49874 1.92146 0.1963 0.1591 -0.1465 0.206
C 1.07547 1.79046 -3.60502 -0.2746 -0.1583 0.2740 -0.216
H -2.58988 1.51162 0.44953 -0.3138 -0.2265 0.0492 0.201
C 4.34668 -1.55876 -0.24237 -0.2153 -0.0289 -0.0953 0.041
C -3.58828 -0.53393 -3.47634 -0.1785 -0.1228 -0.0027 -0.414
C 2.24524 -1.67513 -1.43234 -0.2563 0.2860 0.0852 -0.161
H 2.01089 2.32018 -3.79411 -0.3299 -0.0959 0.1242 0.227
H -3.59564 -1.95291 -0.73168 0.1292 0.0108 -0.1869 0.272
H 4.17815 -1.82523 -2.38213 -0.2556 -0.0079 0.3351 0.229
C -2.25238 -0.29561 1.58382 -0.3145 -0.2984 -0.6590 -0.069
H 1.70293 -1.79795 -2.36983 0.1112 0.1138 0.2360 0.227
H 6.22705 -1.46225 0.76499 0.0947 -0.0040 -0.1625 0.222
C 2.26442 3.26006 3.30051 0.1803 0.0876 -0.3321 -0.415
H 4.19579 -1.43241 1.90599 -0.2441 -0.0667 -0.3498 0.222
C -4.96658 -0.86130 1.07879 -0.0186 0.0250 0.2146 -0.242
C -0.17707 0.18168 -2.31155 -0.3034 0.2948 -0.6400 -0.106
C -1.25214 0.39361 -3.20887 0.6208 -0.2602 0.1660 0.202
H -2.14872 -2.96836 -0.63488 -0.2555 -0.0065 -0.1320 0.244
H 6.18554 -0.61176 -0.79433 0.0077 -0.0904 0.0687 0.233
H 1.81681 0.79120 -1.81327 -0.0809 0.1642 -0.3148 0.226
C -2.86370 -1.45308 2.12805 0.1662 0.3169 -0.3009 -0.226
H -2.26344 -2.11918 2.75552 -0.2316 0.1767 -0.2102 0.218
C -4.38171 0.30351 0.56201 -0.0091 -0.0261 0.1870 -0.230
H 6.27423 -2.37443 -0.76097 -0.0710 0.1098 0.0779 0.236
C -3.04814 0.59798 0.83314 0.0344 -0.4015 -0.1241 -0.172
H -6.03015 -1.06108 0.91054 0.4594 0.0451 0.0212 0.229
C 5.84521 -1.50242 -0.25720 0.0484 -0.0039 0.1104 -0.640
H 1.69821 3.07644 1.18096 -0.1341 -0.1125 0.3216 0.211
H -3.84029 -1.53953 -3.83893 0.1529 0.2917 0.0522 0.225
H 2.13593 4.24477 3.75683 0.1021 -0.1801 -0.0866 0.230
H -4.97899 1.00662 -0.02746 0.1850 -0.2893 0.2225 0.223
H 0.08429 2.67034 -5.31841 -0.0396 -0.2910 0.2382 0.231
```
Forces are in eV/Å.

Summary:
- net charge = +1
- 2S+1 = 1
- energy above the lowest of the compared OMol25 structures with the same formula, charge and spin (kJ/mol) = 35.7
- DFT total energy (eV) = -34619.25891
- highest occupied orbital energy (eV) = -9.82
- largest force on an atom (eV/A) = 1.7